Record 1
Entry from OMol25: 8 unconnected molecules or ions with the total composition C16H48O8 (ωB97M-V/def2-TZVPD).

Structure (XYZ):
```
72
Properties=species:S:1:pos:R:3:lowdin_charge:R:1
C 20.844 17.202 -11.555 -0.0504
C 21.081 18.733 -11.460 -0.3161
O 20.200 19.464 -10.683 -0.0893
H 21.778 16.786 -11.932 0.0800
H 19.936 16.917 -12.085 0.0744
H 20.643 16.829 -10.550 0.0560
H 21.047 19.121 -12.477 0.1026
H 22.129 18.901 -11.210 0.1048
H 20.320 20.414 -10.615 0.1178
C 10.965 22.643 -8.084 -0.0714
C 11.820 21.779 -9.028 -0.2820
O 13.095 21.889 -8.466 -0.1116
H 9.916 22.608 -8.381 0.0714
H 11.223 23.690 -7.923 0.0776
H 11.048 22.240 -7.075 0.0730
H 11.827 22.188 -10.039 0.0891
H 11.501 20.744 -9.152 0.1244
H 13.473 22.712 -8.786 0.1094
C 21.593 17.964 -8.011 -0.0994
C 22.905 17.231 -8.028 -0.3127
O 22.666 15.966 -7.404 -0.0661
H 20.745 17.494 -8.510 0.0740
H 21.738 18.902 -8.547 0.0712
H 21.415 18.349 -7.007 0.0585
H 23.549 17.858 -7.411 0.1095
H 23.298 17.218 -9.045 0.1051
H 23.399 15.394 -7.642 0.0767
C 18.220 21.476 -13.528 -0.0709
C 17.328 21.128 -14.797 -0.3013
O 17.456 22.285 -15.587 -0.0751
H 19.298 21.472 -13.693 0.0683
H 17.995 20.701 -12.795 0.0398
H 17.886 22.356 -12.979 0.0652
H 16.320 20.824 -14.515 0.0970
H 17.710 20.219 -15.262 0.1008
H 16.756 22.207 -16.240 0.0799
C 16.268 20.901 -9.814 -0.0783
C 16.786 19.473 -9.890 -0.2863
O 18.012 19.319 -9.155 -0.0859
H 16.734 21.465 -10.622 0.0566
H 16.645 21.359 -8.900 0.0636
H 15.188 21.003 -9.709 0.0556
H 16.869 19.207 -10.944 0.0994
H 16.002 18.807 -9.530 0.1015
H 18.774 19.335 -9.739 0.0180
C 19.672 19.465 -4.801 -0.0848
C 19.355 19.913 -6.187 -0.3550
O 18.343 20.922 -6.301 -0.0752
H 20.262 18.549 -4.774 0.0768
H 18.671 19.268 -4.417 0.0726
H 20.033 20.284 -4.178 0.0789
H 19.173 19.105 -6.895 0.0933
H 20.279 20.369 -6.542 0.0958
H 17.858 20.762 -7.114 0.0334
C 14.704 18.693 -5.627 -0.0826
C 14.410 19.770 -6.667 -0.3309
O 13.284 20.463 -6.187 -0.0880
H 14.902 19.153 -4.658 0.0714
H 15.599 18.131 -5.895 0.0676
H 13.863 18.032 -5.419 0.0724
H 14.079 19.258 -7.570 0.1055
H 15.264 20.425 -6.839 0.1029
H 13.022 20.969 -6.959 0.0118
C 13.842 22.842 -12.507 -0.0743
C 13.124 23.155 -13.782 -0.3587
O 12.494 24.395 -13.728 -0.0587
H 14.608 22.067 -12.526 0.0644
H 13.107 22.603 -11.739 0.0507
H 14.323 23.732 -12.101 0.0804
H 12.258 22.512 -13.937 0.1120
H 13.669 22.954 -14.705 0.1078
H 13.189 25.000 -14.000 0.0862
```

Calculated values
SMILES string = CCO.CCO.CCO.CCO.CCO.CCO.CCO.CCO
Relative energy (zero: lowest compared OMol25 entry of this formula, charge and spin) = 385.8 kJ/mol
M = 368.6 g mol⁻¹
Orbital gap = 0.3603 hartree
LUMO energy = 0.38 eV



Record 2
Entry from OMol25: 8 unconnected molecules or ions with the total composition C16H48O8 (ωB97M-V/def2-TZVPD).

Structure (XYZ):
```
72
Properties=species:S:1:pos:R:3:lowdin_charge:R:1
C -1.800 -0.599 -3.712 -0.0352
C -3.234 -0.778 -4.139 -0.6436
C -4.061 0.449 -3.770 -0.0398
O -3.465 -1.137 -5.319 0.0025
H -1.314 0.270 -4.111 0.0771
H -1.195 -1.402 -4.028 0.0635
H -1.555 -0.525 -2.666 0.0484
H -3.651 -1.673 -3.596 0.1506
H -4.922 0.534 -4.427 0.0762
H -3.549 1.435 -3.889 0.0905
H -4.293 0.477 -2.729 0.0452
H -4.323 -1.664 -5.350 0.1625
C 1.508 -2.549 0.590 -0.0113
C 1.124 -2.793 -0.908 -0.6279
C -0.357 -3.011 -1.252 -0.0075
O 1.477 -1.914 -1.681 0.0012
H 2.590 -2.382 0.648 0.0638
H 1.266 -3.400 1.263 0.0973
H 0.980 -1.681 0.998 0.0332
H 1.692 -3.639 -1.151 0.1209
H -0.768 -3.910 -0.767 0.0887
H -0.571 -3.227 -2.284 0.0729
H -0.912 -2.135 -0.927 0.0567
H 2.441 -1.868 -1.624 0.0696
C 2.886 0.058 1.959 -0.0541
C 3.195 1.336 2.626 -0.6627
C 3.744 2.229 1.569 -0.0604
O 2.223 1.881 3.205 0.0175
H 2.368 0.288 1.033 0.0665
H 2.180 -0.515 2.593 0.0967
H 3.855 -0.389 1.812 0.0941
H 3.949 1.242 3.390 0.1425
H 3.164 2.488 0.654 0.0839
H 4.709 1.894 1.211 0.0717
H 3.955 3.231 1.967 0.0843
H 1.358 1.460 2.989 0.0652
C -0.917 -1.222 2.811 -0.0133
C -0.774 0.327 2.852 -0.6257
C -0.426 0.748 4.210 -0.0364
O 0.016 0.844 2.018 -0.0528
H -1.002 -1.557 1.793 0.0442
H -1.888 -1.377 3.313 0.0948
H -0.181 -1.811 3.394 0.0961
H -1.736 0.821 2.544 0.1435
H -0.388 1.813 4.391 0.1041
H 0.472 0.258 4.469 0.0768
H -1.156 0.273 4.844 0.0925
H -0.175 0.478 1.144 0.0725
C -2.278 3.431 1.176 -0.1731
O -1.006 3.616 1.722 -0.0772
H -2.877 4.335 0.963 0.0890
H -2.911 2.911 1.864 0.0594
H -2.273 2.831 0.230 0.0813
H -0.524 2.836 1.804 0.0048
C 4.203 -0.507 -1.774 -0.1280
O 4.153 -1.776 -1.131 -0.1205
H 3.606 0.283 -1.222 0.0927
H 3.901 -0.563 -2.789 0.0774
H 5.175 -0.040 -1.706 0.0804
H 4.807 -2.322 -1.601 0.1147
C 0.517 1.516 -1.189 -0.0969
O 0.029 0.311 -0.672 -0.1456
H 1.565 1.629 -1.203 0.0533
H 0.184 2.282 -0.495 0.0838
H 0.091 1.615 -2.164 0.0771
H 0.453 -0.479 -1.007 0.0401
C -3.028 -0.187 0.161 -0.2410
O -4.039 0.351 0.797 -0.0519
H -2.144 0.355 0.401 0.0326
H -3.018 -0.056 -0.937 0.0804
H -2.802 -1.201 0.414 0.0821
H -4.296 1.176 0.395 0.0884
```

Calculated values
SMILES string = CC(C)O.CC(C)O.CC(C)O.CC(C)O.CO.CO.CO.CO
Relative energy (zero: lowest compared OMol25 entry of this formula, charge and spin) = 674.0 kJ/mol
M = 368.6 g mol⁻¹
Orbital gap = 0.3485 hartree
LUMO energy = 0.29 eV



Record 3
Entry from OMol25: 13 unconnected molecules or ions with the total composition C16H49BrClNO16 (ωB97M-V/def2-TZVPD).

Structure (XYZ):
```
84
Properties=species:S:1:pos:R:3:lowdin_charge:R:1
C 0.893 -2.437 1.134 -0.1049
C 1.624 -0.980 1.030 -0.5241
C 2.905 -1.202 0.091 -0.1226
C 4.106 -0.163 0.324 -0.1617
C 3.684 1.373 0.299 -0.1612
C 3.141 2.155 -0.917 -0.0553
C 2.797 3.688 -0.843 -0.0776
C 2.978 4.514 0.482 -0.0752
C 3.534 3.706 1.708 -0.0765
C 3.872 2.191 1.630 -0.0292
C 0.509 -0.013 0.345 -0.1445
O 0.224 -0.513 -1.004 -0.2019
C -0.464 0.468 -1.787 -0.5799
Cl 0.477 0.602 -3.391 0.6389
C -1.938 -0.056 -2.207 -0.1903
O -2.815 -0.262 -1.080 -0.1436
C -3.390 0.985 -0.620 -0.2029
O -4.821 0.854 -0.350 -0.1413
C -5.318 2.078 0.276 -0.1661
C -5.971 1.797 1.735 -0.1977
O -6.791 2.906 2.187 -0.1004
N 2.041 -0.519 2.386 -0.3999
Br 0.604 -0.416 3.594 0.7624
H -0.148 -2.379 1.594 0.0447
H 0.757 -2.832 0.054 0.1046
H 1.565 -3.215 1.660 0.0898
H 2.647 -1.265 -1.024 0.1281
H 3.324 -2.247 0.365 0.1287
H 4.861 -0.334 -0.534 0.1073
H 4.645 -0.390 1.304 0.1108
H 3.006 1.639 -1.921 0.0725
H 2.422 4.284 -1.745 0.0822
H 2.755 5.633 0.556 0.0841
H 3.708 4.298 2.682 0.0856
H 4.299 1.696 2.560 0.0903
H -0.487 -0.106 0.922 0.1065
H 0.841 1.084 0.351 0.1290
H -0.541 1.468 -1.239 0.1356
H -1.781 -1.021 -2.817 0.1285
H -2.339 0.738 -2.950 0.1367
H -3.247 1.852 -1.368 0.1521
H -2.888 1.250 0.389 0.1549
H -4.402 2.767 0.392 0.0930
H -6.065 2.644 -0.379 0.1410
H -5.121 1.531 2.470 0.1381
H -6.661 0.885 1.658 0.0995
H -7.733 2.617 2.120 0.1043
H 2.687 -1.210 2.797 0.0640
O 7.307 -0.419 -0.890 -0.0772
H 7.701 0.135 -1.575 0.0373
H 8.033 -0.573 -0.268 0.0059
O -1.300 -0.714 -6.184 -0.0641
H -2.114 -1.231 -6.143 0.0413
H -1.094 -0.526 -5.260 -0.0424
O 0.015 -4.574 2.716 -0.0826
H -0.524 -4.140 3.390 0.0441
H -0.580 -5.231 2.327 0.0234
O 6.004 2.818 -3.297 -0.0649
H 5.458 3.253 -2.629 0.0177
H 5.418 2.157 -3.683 0.0306
O 8.696 0.609 1.181 -0.0541
H 8.489 1.551 1.220 0.0563
H 9.469 0.515 1.751 0.0525
O -7.642 -1.084 1.261 -0.0629
H -6.791 -1.428 0.961 0.0413
H -8.291 -1.644 0.817 0.0449
O -2.836 -3.074 -0.476 -0.0496
H -3.044 -2.129 -0.439 0.0105
H -2.060 -3.165 0.090 0.0268
O -0.038 -6.782 0.670 -0.0510
H -0.215 -6.824 -0.278 0.0458
H 0.820 -7.215 0.767 0.0463
O -4.950 -3.377 -3.006 -0.0645
H -5.158 -2.435 -2.968 0.0265
H -4.172 -3.468 -2.437 0.0079
O -4.064 5.379 1.019 -0.0562
H -3.620 4.868 0.332 0.0206
H -4.838 4.845 1.245 0.0190
O 0.109 -2.974 -3.799 -0.0630
H -0.490 -2.942 -4.555 0.0263
H 0.301 -2.046 -3.612 -0.0315
O -0.950 0.477 6.531 -0.0823
H -0.872 0.232 5.600 -0.0704
H -0.163 1.012 6.698 0.0355
```

Calculated values
M = 626.9 g mol⁻¹
Orbital gap = 0.3178 hartree
LUMO energy = -0.06 eV



Record 4
Entry from OMol25: a molecular structure, C16H49O11Ti (ωB97M-V/def2-TZVPD).

Structure (XYZ):
```
77
Properties=species:S:1:pos:R:3:mulliken_spin:R:1
Ti 1.702 2.495 2.879 3.3247
C 0.286 -0.010 -0.389 -0.0532
C 0.464 0.829 0.863 0.0429
O 0.770 0.295 1.961 -0.2275
O 0.362 2.091 0.803 -0.2223
H -0.080 -1.023 -0.265 0.0031
H 1.215 0.009 -0.956 0.0057
H -0.468 0.553 -0.946 -0.0046
C 3.251 2.379 -1.774 -0.0380
O 2.457 2.910 -2.785 0.0003
H 3.626 1.381 -2.020 -0.0007
H 4.182 2.945 -1.633 -0.0016
H 2.750 2.345 -0.805 0.0522
H 1.688 3.365 -2.409 0.0005
C 1.227 0.083 -3.901 0.0002
O 1.177 -1.245 -3.336 0.0000
H 1.673 0.799 -3.210 0.0004
H 1.707 0.064 -4.882 0.0001
H 0.200 0.402 -4.089 -0.0001
H 2.091 -1.549 -3.370 0.0000
C 0.922 5.036 -0.454 0.0098
O 0.398 3.969 -1.223 0.0091
H 1.934 4.778 -0.117 0.0108
H 0.971 5.956 -1.032 0.0007
H 0.278 5.221 0.412 0.0002
H 0.325 3.226 -0.586 0.0050
C -3.161 -1.197 0.356 -0.0008
O -4.405 -0.739 0.903 -0.0001
H -3.339 -2.142 -0.163 0.0001
H -2.879 -0.429 -0.371 0.0002
H -2.411 -1.273 1.137 0.0007
H -5.108 -0.999 0.304 0.0000
C 3.919 -3.110 3.628 0.0033
C 2.721 -2.169 3.573 -0.0151
O 2.237 -2.148 2.223 0.0062
H 3.568 -4.114 3.401 -0.0003
H 4.403 -3.061 4.603 -0.0001
H 4.647 -2.768 2.892 -0.0001
H 3.024 -1.149 3.837 0.0193
H 1.925 -2.496 4.248 0.0001
H 1.805 -1.290 2.082 0.0094
C -2.839 -0.305 -3.302 0.0000
C -2.261 -1.699 -3.166 -0.0002
O -1.420 -1.967 -4.285 0.0000
H -3.349 -0.205 -4.263 0.0000
H -2.078 0.475 -3.273 0.0001
H -3.590 -0.114 -2.530 0.0000
H -2.994 -2.500 -3.094 0.0000
H -1.653 -1.746 -2.254 0.0002
H -0.521 -1.659 -4.097 0.0000
C -0.625 -0.488 5.275 -0.0133
C -1.647 -0.727 4.181 -0.0023
O -1.785 0.406 3.339 0.0000
H 0.289 -0.112 4.810 0.0406
H -0.420 -1.414 5.816 0.0013
H -0.994 0.262 5.977 -0.0014
H -2.644 -0.956 4.558 0.0006
H -1.364 -1.620 3.609 -0.0005
H -1.008 0.416 2.759 0.0215
C 0.965 -3.761 -0.617 -0.0001
C 2.383 -3.321 -0.915 0.0004
O 3.280 -3.659 0.116 0.0002
H 0.842 -4.834 -0.463 0.0000
H 0.281 -3.433 -1.407 0.0000
H 0.589 -3.321 0.312 0.0000
H 2.399 -2.227 -1.050 0.0000
H 2.749 -3.701 -1.869 0.0000
H 2.980 -3.275 0.965 0.0003
C -3.478 3.854 -0.826 0.0002
C -3.046 2.422 -0.584 -0.0003
O -2.619 2.227 0.769 -0.0037
H -3.746 3.963 -1.881 0.0000
H -2.635 4.531 -0.670 -0.0002
H -4.293 4.157 -0.174 0.0000
H -2.244 2.115 -1.260 -0.0002
H -3.897 1.748 -0.695 0.0002
H -1.658 2.249 0.797 0.0155
```

Calculated values
Relative energy (zero: lowest compared OMol25 entry of this formula, charge and spin) = 28.3 kJ/mol
M = 465.4 g mol⁻¹
Orbital gap (alpha / beta) = 0.2488 / 0.3041 hartree
2S+1 = 4
LUMO energy (alpha / beta) = -1.21 / -1.32 eV



Record 5
Entry from OMol25: a molecular structure, C16H50F8N3O23S4Y (ωB97M-V/def2-TZVPD).

Structure (XYZ):
```
105
Properties=species:S:1:pos:R:3:lowdin_charge:R:1
Y 2.156 -0.652 -4.282 1.8528
C -1.573 0.007 -7.256 -0.6176
F -1.983 0.283 -8.506 0.1578
F -2.388 0.369 -6.210 0.1193
F -1.300 -1.269 -7.150 0.1417
S 0.086 0.879 -7.048 0.6084
O -0.328 2.323 -6.982 -0.3185
O 0.717 0.306 -5.814 -0.4858
O 0.850 0.602 -8.259 -0.2912
C 1.441 -5.043 -2.349 -0.6157
F 1.692 -6.261 -1.931 0.1898
F 0.660 -4.956 -3.429 0.1142
F 0.899 -4.358 -1.322 0.1185
S 3.098 -4.187 -3.006 0.5551
O 3.525 -5.079 -4.098 -0.3222
O 2.890 -2.842 -3.563 -0.4732
O 4.012 -4.382 -1.871 -0.3068
N 1.149 -0.416 -2.356 -0.3855
S -0.271 -0.091 -1.877 0.4416
O -0.511 1.069 -0.990 -0.2419
O -1.118 -1.235 -1.675 -0.2214
F -0.799 0.466 -3.257 -0.1594
S 1.681 -0.715 -0.674 0.6667
O 0.826 -1.205 0.361 -0.2086
O 2.764 0.179 -0.281 -0.2541
F 2.513 -2.079 -0.863 -0.1688
O -2.568 3.116 -1.272 -0.0186
H -1.788 3.376 -1.763 0.0429
H -2.237 2.537 -0.585 0.0024
O 4.632 2.217 0.023 -0.0565
H 3.866 1.717 0.305 -0.0290
H 4.470 3.105 0.343 0.0338
O 2.170 1.689 -4.006 -0.0839
H 2.734 2.359 -4.392 0.1024
H 1.552 2.179 -3.464 0.0527
O -0.268 3.354 -3.774 -0.0239
H 0.300 4.111 -3.919 0.0557
H -0.622 3.150 -4.640 0.0354
O 0.018 -1.980 -4.413 -0.0751
H -0.828 -2.034 -3.970 0.0743
H -0.078 -2.538 -5.185 0.0831
C -3.599 -3.607 -0.940 -0.2215
C -4.250 -3.895 0.446 -0.1973
O -5.572 -3.266 0.662 -0.0768
O -4.420 -4.141 -1.973 -0.0830
H -2.611 -4.067 -0.946 0.1123
H -3.589 -2.544 -1.180 0.0973
H -3.678 -3.341 1.191 0.1063
H -4.059 -4.882 0.866 0.1116
H -6.207 -3.804 0.185 0.0668
H -4.223 -5.069 -2.119 0.0798
C 0.775 -3.064 3.534 -0.1705
C 0.312 -1.677 4.002 -0.2217
O 1.126 -1.257 5.114 -0.0835
O 0.046 -3.483 2.306 -0.1070
H 0.788 -3.873 4.265 0.1226
H 1.760 -2.941 3.082 0.1016
H -0.726 -1.667 4.336 0.1173
H 0.393 -0.984 3.164 0.0993
H 1.876 -0.810 4.716 -0.0126
H 0.316 -2.989 1.528 0.0246
C -5.399 1.524 -2.171 -0.2209
C -4.315 0.474 -2.064 -0.2435
O -3.812 0.338 -0.731 -0.0799
O -4.663 2.642 -2.645 -0.0926
H -5.916 1.700 -1.228 0.1173
H -6.168 1.135 -2.839 0.1145
H -3.512 0.507 -2.800 0.1130
H -4.800 -0.452 -2.374 0.1005
H -4.496 0.273 -0.061 0.0887
H -3.962 2.934 -2.059 0.0014
C 6.620 -1.499 4.340 -0.0732
C 5.414 -0.787 4.882 -0.4422
C 4.214 -1.219 3.990 -0.1601
O 3.219 -0.233 4.212 -0.2141
C 3.224 0.819 3.277 -0.0781
N 5.225 -1.069 6.308 0.0563
H 7.394 -1.453 5.106 0.0775
H 7.016 -1.036 3.435 0.0807
H 6.417 -2.546 4.117 0.0814
H 5.501 0.296 4.798 0.1325
H 3.969 -2.175 4.454 0.1269
H 4.422 -1.358 2.930 0.1326
H 2.545 1.650 3.463 0.1001
H 3.031 0.495 2.254 0.0700
H 4.101 1.465 3.300 0.0901
H 4.646 -1.897 6.313 0.0652
H 4.495 -0.462 6.650 0.0710
C -0.987 5.726 3.786 -0.0756
C -1.976 5.213 2.746 -0.4134
C -2.249 3.726 2.997 -0.2036
O -1.059 3.017 2.727 -0.1788
C -1.217 1.960 1.842 -0.1037
N -3.262 5.966 2.796 0.0336
H -0.117 5.092 3.614 0.0719
H -1.419 5.689 4.785 0.0789
H -0.646 6.761 3.798 0.0702
H -1.498 5.293 1.770 0.1342
H -3.032 3.382 2.321 0.1201
H -2.699 3.586 3.980 0.1291
H -0.222 1.539 1.690 0.0907
H -1.618 2.415 0.937 0.0479
H -2.034 1.270 2.051 0.1045
H -3.818 5.644 3.575 0.0609
H -3.055 6.950 2.890 0.0614
```

Calculated values
Relative energy (zero: lowest compared OMol25 entry of this formula, charge and spin) = 597.7 kJ/mol
M = 1021.7 g mol⁻¹
Orbital gap = 0.2167 hartree
LUMO energy = -3.09 eV